Entry 1:
ORCA calculation (ωB97M-V/def2-TZVPD) on a molecular structure, C42H57Ge2N2NiO2SSi.

The calculation puts the lowest unoccupied orbital energy (alpha / beta) at -0.2125 / -1.4978 eV. As for the expectation value of S²: 3.7600. For the HOMO energy (alpha / beta), the calculation gives -0.2498 / -0.2946 Ha. Its HOMO-LUMO gap (alpha / beta) is 6.58 / 6.52 eV.

Structure (ORCA input):
```
! wB97M-V def2-TZVPD RIJCOSX def2/J DEFGRID3
* xyz 0 4
Ni 0.397 -0.396 0.320
O 0.720 -2.881 0.199
S -0.628 -3.002 -0.334
O -0.826 -3.588 -1.632
N -1.143 -1.495 -0.231
C -2.144 -0.892 -0.959
C -3.159 -1.485 -1.672
C -4.139 -0.700 -2.312
C -4.127 0.664 -2.243
C -3.090 1.311 -1.529
C -3.008 2.713 -1.384
C -1.988 3.260 -0.660
C -1.012 2.410 -0.112
N -1.036 1.104 -0.248
C -2.087 0.538 -0.915
C -1.547 -3.969 0.828
C -2.749 -4.546 0.437
C -3.482 -5.274 1.361
C -3.003 -5.434 2.655
C -1.791 -4.872 3.028
C -1.056 -4.130 2.115
H -3.200 -2.561 -1.759
H -4.923 -1.203 -2.864
H -4.893 1.260 -2.721
H -3.768 3.337 -1.839
H -1.904 4.327 -0.510
H -0.180 2.828 0.440
H -3.089 -4.448 -0.584
H -4.419 -5.726 1.067
H -3.574 -6.010 3.373
H -1.410 -5.005 4.032
H -0.107 -3.688 2.390
C -2.547 0.739 5.159
Ge -2.367 0.205 3.269
C -3.353 -1.455 2.937
C -3.310 1.589 2.241
Ge 0.008 -0.063 2.772
C 0.950 1.554 3.379
C 2.251 1.483 3.879
C 2.961 2.634 4.195
C 2.380 3.883 4.019
C 1.080 3.972 3.541
C 0.376 2.817 3.227
C 0.685 -1.575 3.837
C 1.958 -2.094 3.604
C 2.427 -3.203 4.294
C 1.623 -3.820 5.242
C 0.356 -3.313 5.498
C -0.105 -2.205 4.799
H -3.545 1.147 5.332
H -1.813 1.506 5.413
H -2.404 -0.103 5.837
H -4.409 -1.296 3.168
H -2.984 -2.281 3.544
H -3.266 -1.742 1.887
H -4.310 1.684 2.669
H -3.418 1.303 1.195
H -2.832 2.568 2.288
H 2.718 0.516 4.032
H 3.970 2.555 4.581
H 2.934 4.781 4.262
H 0.612 4.942 3.417
H -0.643 2.906 2.862
H 2.598 -1.634 2.860
H 3.417 -3.589 4.084
H 1.981 -4.690 5.779
H -0.276 -3.783 6.242
H -1.102 -1.838 5.010
C 3.062 -0.151 -3.966
C 2.137 -0.759 -2.897
C 0.676 -0.486 -3.287
C 2.335 -2.281 -2.933
Si 2.530 -0.034 -1.155
C 4.026 -0.900 -0.297
C 3.710 -2.344 0.116
C 5.249 -0.944 -1.229
C 4.417 -0.141 0.979
C 2.752 1.891 -1.182
C 2.559 2.469 0.231
C 4.141 2.326 -1.679
C 1.716 2.544 -2.110
H 2.854 -0.634 -4.928
H 4.118 -0.313 -3.741
H 2.906 0.919 -4.102
H 0.502 -0.866 -4.300
H 0.420 0.573 -3.285
H -0.015 -1.012 -2.627
H 1.998 -2.652 -3.907
H 1.752 -2.796 -2.170
H 3.383 -2.564 -2.822
H 3.433 -2.979 -0.723
H 2.894 -2.397 0.831
H 4.604 -2.774 0.582
H 5.081 -1.589 -2.093
H 6.100 -1.359 -0.677
H 5.545 0.040 -1.595
H 3.560 0.045 1.634
H 4.886 0.819 0.765
H 5.143 -0.739 1.541
H 3.420 2.294 0.873
H 1.698 2.045 0.752
H 2.416 3.554 0.169
H 4.937 2.009 -1.005
H 4.175 3.421 -1.727
H 4.367 1.947 -2.677
H 0.696 2.235 -1.890
H 1.907 2.323 -3.160
H 1.768 3.632 -1.992
*
```

Löwdin population analysis, charges in e, atoms 1 to 99: number 1, Ni, carries 0.417; number 2, O, carries -0.354; number 3, S, carries 0.592; number 4, O, carries -0.279; number 5, N, carries -0.191; number 6, C, carries -0.267; number 7, C, carries -0.004; number 8, C, carries -0.063; number 9, C, carries -0.042; number 10, C, carries -0.163; number 11, C, carries 0.002; number 12, C, carries -0.037; number 13, C, carries -0.147; number 14, N, carries 0.063; number 15, C, carries -0.170; number 16, C, carries -0.267; number 17, C, carries -0.061; number 18, C, carries -0.070; number 19, C, carries -0.074; number 20, C, carries -0.071; number 21, C, carries -0.051; number 22, H, carries 0.093; number 23, H, carries 0.108; number 24, H, carries 0.111; number 25, H, carries 0.122; number 26, H, carries 0.112; number 27, H, carries 0.095; number 28, H, carries 0.102; number 29, H, carries 0.106; number 30, H, carries 0.105; number 31, H, carries 0.098; number 32, H, carries 0.097; number 33, C, carries -0.246; number 34, Ge, carries 0.687; number 35, C, carries -0.233; number 36, C, carries -0.236; number 37, Ge, carries 0.883; number 38, C, carries -0.372; number 39, C, carries -0.121; number 40, C, carries -0.086; number 41, C, carries -0.094; number 42, C, carries -0.090; number 43, C, carries -0.151; number 44, C, carries -0.361; number 45, C, carries -0.137; number 46, C, carries -0.076; number 47, C, carries -0.088; number 48, C, carries -0.102; number 49, C, carries -0.134; number 50, H, carries 0.015; number 51, H, carries 0.012; number 52, H, carries 0.006; number 53, H, carries 0.024; number 54, H, carries 0.002; number 55, H, carries 0.006; number 56, H, carries 0.025; number 57, H, carries 0.001; number 58, H, carries 0.006; number 59, H, carries 0.087; number 60, H, carries 0.102; number 61, H, carries 0.099; number 62, H, carries 0.101; number 63, H, carries 0.072; number 64, H, carries 0.068; number 65, H, carries 0.104; number 66, H, carries 0.101; number 67, H, carries 0.104; number 68, H, carries 0.067; number 69, C, carries -0.090; number 70, C, carries -0.613; number 71, C, carries -0.091; number 72, C, carries -0.094; number 73, Si, carries 0.903; number 74, C, carries -0.613; number 75, C, carries -0.105; number 76, C, carries -0.088; number 77, C, carries -0.103; number 78, C, carries -0.604; number 79, C, carries -0.112; number 80, C, carries -0.090; number 81, C, carries -0.103; number 82, H, carries 0.089; number 83, H, carries 0.069; number 84, H, carries 0.057; number 85, H, carries 0.092; number 86, H, carries 0.062; number 87, H, carries 0.054; number 88, H, carries 0.093; number 89, H, carries 0.054; number 90, H, carries 0.066; number 91, H, carries 0.062; number 92, H, carries 0.037; number 93, H, carries 0.090; number 94, H, carries 0.064; number 95, H, carries 0.089; number 96, H, carries 0.062; number 97, H, carries 0.051; number 98, H, carries 0.064; number 99, H, carries 0.091

Entry 2:
ORCA calculation (ωB97M-V/def2-TZVPD) on a molecular structure, C27H17BBrCl5N3NiO4.

The calculation puts the lowest unoccupied orbital energy (alpha / beta) at 1.2040 / 1.2040 eV. For the HOMO energy (alpha / beta), the calculation gives -0.2149 / -0.2147 Ha. Its HOMO-LUMO gap (alpha / beta) is 7.05 / 7.05 eV.

Structure (ORCA input):
```
! wB97M-V def2-TZVPD RIJCOSX def2/J DEFGRID3
* xyz -1 1
Ni 0.355 -0.364 -0.213
Cl 2.667 1.900 -1.275
C 1.129 2.490 -0.708
C 0.193 1.606 -0.169
C -1.005 2.210 0.222
Cl -2.273 1.248 0.923
C -1.269 3.571 0.086
Cl -2.783 4.240 0.576
C -0.300 4.405 -0.454
Cl -0.597 6.095 -0.629
C 0.913 3.857 -0.852
Cl 2.124 4.889 -1.526
O -4.719 -1.202 5.149
C -3.530 -0.707 5.561
O -3.404 -0.309 6.685
C -2.433 -0.679 4.545
C -2.401 -1.544 3.450
C -1.376 -1.470 2.528
C -0.369 -0.529 2.721
C -0.380 0.331 3.810
C -1.416 0.250 4.725
N 0.683 -0.488 1.758
C 1.876 -0.614 2.208
C 3.033 -0.831 1.319
C 4.298 -1.063 1.849
C 5.307 -1.416 0.964
C 5.005 -1.536 -0.383
C 3.710 -1.267 -0.813
N 2.750 -0.907 0.021
H -4.699 -1.355 4.199
H -3.163 -2.303 3.311
H -1.340 -2.112 1.658
H 0.388 1.086 3.917
H -1.457 0.913 5.579
H 2.060 -0.682 3.279
H 4.479 -0.988 2.912
H 6.307 -1.612 1.326
H 5.758 -1.839 -1.098
H 3.428 -1.333 -1.858
Br -2.607 2.785 -7.638
C -2.082 1.895 -6.040
C -3.052 1.291 -5.256
C -2.666 0.647 -4.092
C -1.327 0.601 -3.722
C -0.373 1.215 -4.525
C -0.744 1.871 -5.689
C -0.927 -0.070 -2.431
O -1.818 -0.432 -1.656
O 0.325 -0.124 -2.167
H -4.092 1.329 -5.551
H -3.393 0.178 -3.443
H 0.663 1.176 -4.217
H -0.007 2.357 -6.314
B 0.882 -4.968 -0.466
C 0.489 -3.432 -0.377
N 0.242 -2.309 -0.281
H 0.082 -5.590 0.200
H 2.005 -5.061 -0.008
H 0.855 -5.299 -1.630
*
```

Partial atomic charges computed with the Löwdin method, in multiples of e: number 1, Ni, carries 0.389; number 2, Cl, carries 0.693; number 3, C, carries -0.655; number 4, C, carries -0.187; number 5, C, carries -0.640; number 6, Cl, carries 0.740; number 7, C, carries -0.709; number 8, Cl, carries 0.655; number 9, C, carries -0.717; number 10, Cl, carries 0.653; number 11, C, carries -0.713; number 12, Cl, carries 0.646; number 13, O, carries 0.113; number 14, C, carries -0.483; number 15, O, carries 0.115; number 16, C, carries -0.140; number 17, C, carries -0.015; number 18, C, carries -0.020; number 19, C, carries -0.285; number 20, C, carries -0.018; number 21, C, carries -0.002; number 22, N, carries 0.062; number 23, C, carries -0.013; number 24, C, carries -0.245; number 25, C, carries -0.013; number 26, C, carries -0.060; number 27, C, carries -0.041; number 28, C, carries -0.120; number 29, N, carries 0.090; number 30, H, carries 0.094; number 31, H, carries 0.120; number 32, H, carries 0.109; number 33, H, carries 0.121; number 34, H, carries 0.123; number 35, H, carries 0.137; number 36, H, carries 0.111; number 37, H, carries 0.105; number 38, H, carries 0.105; number 39, H, carries 0.124; number 40, Br, carries 0.689; number 41, C, carries -0.694; number 42, C, carries -0.127; number 43, C, carries -0.011; number 44, C, carries -0.117; number 45, C, carries -0.011; number 46, C, carries -0.127; number 47, C, carries -0.606; number 48, O, carries -0.011; number 49, O, carries -0.097; number 50, H, carries 0.095; number 51, H, carries 0.118; number 52, H, carries 0.115; number 53, H, carries 0.096; number 54, B, carries -0.436; number 55, C, carries -0.170; number 56, N, carries 0.107; number 57, H, carries -0.014; number 58, H, carries -0.015; number 59, H, carries -0.013

Quick rundown of energy above the lowest of the compared OMol25 structures with the same formula, charge and spin, same order as above: 0.0 71.1 kJ/mol